{"formula": "C13H18CeF5N5Se2", "method": "the ωB97M-V functional and the def2-TZVPD basis", "charge": 2, "homo_lumo_gap_ev": [4.91, 4.98], "symbols": ["Ce", "N", "C", "C", "N", "C", "C", "N", "C", "C", "N", "H", "H", "H", "H", "H", "H", "H", "H", "H", "H", "H", "H", "H", "H", "H", "H", "H", "H", "Se", "C", "N", "F", "C", "C", "F", "C", "F", "C", "Se", "C", "F", "C", "F"], "xyz": [[-0.25376, 0.43172, 0.07987], [-1.96784, -1.22372, -0.90230], [-1.58912, -1.93933, -2.10465], [-0.83273, -1.04840, -3.07919], [0.33870, -0.42606, -2.45089], [1.52774, -1.29587, -2.53282], [1.80227, -2.05407, -1.25153], [1.68647, -1.24311, -0.01393], [0.54592, 0.84304, -3.19265], [1.57614, 1.77667, -2.50260], [1.08009, 2.17494, -1.16958], [-2.15258, -1.82458, -0.09373], [-2.76418, -0.62792, -1.10478], [-2.48154, -2.28092, -2.62220], [-1.03832, -2.82947, -1.80581], [-1.52566, -0.25332, -3.46323], [-0.47600, -1.63790, -3.96687], [2.38976, -0.66464, -2.74100], [1.33449, -2.08467, -3.31789], [2.78214, -2.53709, -1.26764], [1.11212, -2.94300, -1.27280], [2.54357, -0.67982, 0.14302], [1.53442, -1.81346, 0.82243], [-0.40017, 1.42342, -3.30624], [0.85528, 0.61709, -4.26125], [1.76704, 2.68299, -3.12562], [2.54616, 1.28255, -2.31895], [0.38761, 2.93444, -1.24482], [1.84500, 2.55613, -0.56093], [-2.87221, 1.78571, -2.67223], [-2.51586, 2.09876, -0.93211], [-2.12393, 1.95988, 0.20748], [0.26982, 2.39842, 6.87340], [-0.00555, 1.45848, 5.92939], [-0.01309, 1.91208, 4.61059], [0.44106, 3.14972, 4.36816], [-0.28248, 1.01402, 3.61700], [0.05261, 1.43243, 2.33109], [-0.70188, -0.34923, 3.78175], [-1.08045, -1.49332, 2.24257], [-0.90852, -0.70709, 5.15798], [-1.27652, -1.93244, 5.51061], [-0.49009, 0.19573, 6.16368], [-0.66592, -0.23876, 7.43927]]}

---

{"formula": "C6H9NO4", "method": "the ωB97M-V functional and the def2-TZVPD basis", "e_above_lowest_ev": 8.943, "charge": 0, "homo_lumo_gap_ev": 9.67, "symbols": ["C", "C", "C", "C", "C", "C", "H", "H", "H", "H", "H", "H", "H", "H", "H", "N", "O", "O", "O", "O"], "xyz": [[-1.37398, -1.22197, -0.58299], [0.06519, -0.66635, -0.68780], [0.50129, 0.53182, -1.60506], [1.12750, 1.07555, 0.48563], [0.74693, -0.40448, 0.68614], [-0.14370, -0.64100, 1.98990], [-3.02679, 0.12129, -0.50196], [0.45152, -1.57103, -0.92262], [-0.45687, 1.38662, -1.51643], [0.68636, 0.15603, -2.75309], [2.89688, 2.07587, -1.17238], [1.81535, 1.52941, 1.30699], [0.34690, 1.66801, 0.53219], [1.58174, -0.95528, 0.92465], [-2.12357, -0.50909, 0.76810], [2.03801, 1.11486, -0.71290], [-2.07532, 0.01524, -0.47205], [-1.94671, -2.33251, -0.64836], [-1.57881, -0.55775, 1.78091], [0.46808, -0.81524, 3.10114]]}

---

{"formula": "C52H49CuGeN6P", "method": "the ωB97M-V functional and the def2-TZVPD basis", "charge": -1, "homo_lumo_gap_ev": [3.84, 3.84], "symbols": ["Cu", "C", "N", "C", "N", "C", "C", "C", "C", "C", "C", "C", "C", "C", "C", "C", "C", "C", "C", "P", "C", "N", "C", "C", "N", "C", "C", "C", "C", "C", "C", "C", "C", "C", "C", "C", "C", "C", "C", "N", "C", "C", "N", "C", "C", "C", "C", "C", "C", "C", "C", "C", "C", "C", "C", "C", "H", "H", "H", "H", "H", "H", "H", "H", "H", "H", "H", "H", "H", "H", "H", "H", "H", "H", "H", "H", "H", "H", "H", "H", "H", "H", "H", "H", "H", "H", "H", "H", "H", "H", "H", "H", "H", "H", "H", "C", "Ge", "C", "C", "C", "H", "H", "H", "H", "H", "H", "H", "H", "H", "H"], "xyz": [[-0.16774, -1.23783, -0.20177], [2.75310, 1.71277, -3.74513], [2.02805, 0.59895, -3.11090], [1.60590, 0.52085, -1.87114], [0.88690, -0.54442, -1.68191], [0.81318, -1.24164, -2.86919], [1.55011, -0.52935, -3.76114], [1.82405, -0.69357, -5.19914], [3.16285, -0.74903, -5.60785], [3.47523, -0.76304, -6.90856], [2.45588, -0.76913, -7.89560], [1.15423, -0.77103, -7.46768], [0.80582, -0.70856, -6.11592], [0.12526, -2.49406, -3.07156], [-1.24346, -2.60234, -2.87929], [-1.90100, -3.82419, -3.08969], [-1.19646, -4.92687, -3.70935], [0.15700, -4.80906, -3.88367], [0.83442, -3.65441, -3.49695], [2.20942, 1.75749, -0.59745], [0.51002, 2.43646, -0.22845], [-0.48482, 2.40180, -1.09430], [-1.55298, 3.05341, -0.55544], [-1.18822, 3.48910, 0.71324], [0.12425, 3.11028, 0.91671], [0.95788, 3.23793, 2.10190], [-1.93391, 4.29541, 1.73760], [-1.38848, 5.48843, 2.10295], [-1.94125, 6.23581, 3.12258], [-3.19788, 5.78924, 3.63951], [-3.76700, 4.54564, 3.26472], [-3.08187, 3.79003, 2.33832], [-2.83009, 3.13603, -1.32004], [-3.20965, 2.05663, -2.15078], [-4.29761, 2.25324, -2.97922], [-5.05494, 3.39468, -2.98397], [-4.64265, 4.48353, -2.19710], [-3.53589, 4.31949, -1.35132], [2.40288, 0.63851, 0.72087], [1.36563, 0.12462, 1.31346], [1.84621, -0.76543, 2.26834], [3.25237, -0.67708, 2.25486], [3.60473, 0.22065, 1.25669], [4.94543, 0.52786, 0.83033], [4.15298, -1.14595, 3.31901], [3.70398, -1.00476, 4.67545], [4.36891, -1.69126, 5.65576], [5.58599, -2.42864, 5.42466], [6.13380, -2.31291, 4.15012], [5.37874, -1.80573, 3.07347], [0.94335, -1.60417, 2.87630], [1.26613, -2.69419, 3.71788], [0.40062, -3.27403, 4.60254], [-0.91097, -2.71348, 4.82480], [-1.30519, -1.73545, 3.97966], [-0.55238, -1.28486, 2.69532], [2.26410, 2.26827, -4.56300], [3.10632, 2.42135, -2.99884], [3.67965, 1.34318, -4.21173], [3.94463, -0.78149, -4.88681], [4.46474, -0.77839, -7.36000], [2.76217, -0.81776, -8.92598], [0.46652, -0.84186, -8.25134], [-0.20411, -0.60477, -5.84949], [-1.85968, -1.72006, -2.44541], [-2.95557, -3.86006, -2.83710], [-1.70336, -5.85443, -3.96219], [0.74724, -5.60726, -4.25311], [1.91069, -3.60395, -3.65858], [0.34504, 3.83787, 2.85448], [1.21529, 2.18962, 2.55773], [1.91812, 3.64787, 1.73802], [-0.41283, 5.80837, 1.58659], [-1.54669, 7.16797, 3.51413], [-3.78495, 6.35638, 4.41984], [-4.66628, 4.26640, 3.74818], [-3.48569, 2.89483, 1.98145], [-2.61543, 1.17695, -2.11423], [-4.69873, 1.42440, -3.57643], [-5.87383, 3.55092, -3.64203], [-5.15441, 5.47558, -2.17380], [-3.11191, 5.22062, -0.83014], [5.66309, 0.40447, 1.65709], [5.23535, -0.23208, 0.04270], [5.01324, 1.54868, 0.48673], [2.81041, -0.49879, 4.81977], [3.93646, -1.67620, 6.70235], [6.13221, -2.99063, 6.24936], [7.06156, -2.75075, 3.99901], [5.70112, -1.87731, 2.05079], [2.26183, -3.07426, 3.74004], [0.70634, -4.10778, 5.19505], [-1.46614, -2.98985, 5.67931], [-2.25704, -1.25360, 4.11653], [-0.69708, -0.17327, 2.58582], [-3.81986, -0.22958, 1.66734], [-3.09063, -2.10262, 1.38337], [-3.86013, -3.36194, 2.86326], [-3.88077, -2.82374, -0.33633], [-1.16774, -2.01211, 1.45235], [-4.90041, -0.16467, 1.89745], [-3.59380, 0.29675, 0.70316], [-3.20311, 0.10582, 2.48222], [-4.66066, -4.03496, 2.56589], [-4.12742, -2.89256, 3.85717], [-2.97385, -3.99194, 3.12375], [-4.93126, -3.18497, -0.15374], [-3.25496, -3.64761, -0.73404], [-3.99113, -2.00203, -1.04477], [-0.79751, -3.02538, 1.53558]]}